1.
Computed, not measured: C35H45N8O10SeSr as an isolated structure, with ωB97M-V with the def2-TZVPD basis set.

```
! wB97M-V def2-TZVPD RIJCOSX def2/J DEFGRID3
* xyz -1 1
Sr -1.50470 -0.30870 0.99979
O 0.94128 2.49898 3.69669
C 0.09652 1.75044 3.20008
O 0.29840 0.81923 2.35673
C -1.37218 1.97986 3.58943
C -1.78006 3.06699 4.34594
C -3.14007 3.21903 4.58640
C -4.04363 2.29701 4.07504
C -3.54385 1.24911 3.31558
N -2.24304 1.10933 3.08848
C -4.45422 0.20487 2.64377
O -5.53345 -0.02898 3.18229
O -3.98408 -0.31236 1.57281
H -1.04016 3.76270 4.71457
H -3.49742 4.06229 5.16634
H -5.10825 2.37287 4.24445
O -2.43020 -0.60773 -1.45328
C -2.30394 -1.47598 -2.30110
C -1.32737 -2.54876 -2.32786
C -1.45615 -3.47471 -3.35924
C -0.60945 -4.55300 -3.45648
C 0.41097 -4.74053 -2.50132
C 0.57029 -3.84575 -1.49041
C -0.27678 -2.68355 -1.34059
O -0.08152 -1.85575 -0.42054
N -0.77052 -5.50023 -4.53530
O -1.65311 -5.30448 -5.35740
O -0.01200 -6.45847 -4.57643
H -2.99934 -1.47975 -3.16396
H -2.24058 -3.35452 -4.09691
H 1.05598 -5.60315 -2.59546
H 1.35349 -3.96901 -0.75290
N -2.92401 3.22687 -1.60589
C -3.01762 2.29845 -0.60761
N -4.25192 1.83523 -0.31396
O -2.00643 1.96221 0.01972
H -3.67200 3.31384 -2.27027
H -1.98494 3.39026 -1.95292
H -5.01696 2.01831 -0.93597
H -4.31501 1.02835 0.30911
C -3.28217 -3.53210 3.99557
N -1.85982 -3.74206 4.22517
C -1.51422 -5.08952 4.64116
C -1.00981 -3.00652 3.43197
O -1.45525 -2.30861 2.52244
N 0.33189 -3.07849 3.69819
C 0.81551 -3.11522 5.07171
C 1.21318 -2.38182 2.76095
H -3.82759 -3.88151 4.87270
H -3.63359 -4.08032 3.11552
H -3.49284 -2.47810 3.83939
H -2.02959 -5.82267 4.01054
H -1.81333 -5.26132 5.67783
H -0.44647 -5.26033 4.55053
H -0.00783 -3.26076 5.76508
H 1.29728 -2.16378 5.31313
H 1.54435 -3.91799 5.20972
H 0.95758 -2.63938 1.73431
H 2.23254 -2.71245 2.96419
H 1.15085 -1.29508 2.86682
C 2.31961 6.01851 -0.93016
C 3.13969 4.75388 -0.70449
C 2.62206 3.90050 0.45239
C 1.32976 3.14969 0.15076
N 1.53808 2.08439 -0.83079
C 1.15292 2.09123 -2.12656
Se 0.33999 3.47362 -3.02936
N 1.54415 0.90198 -2.66829
C 1.29646 0.43375 -4.02137
C 2.56823 0.40181 -4.86707
C 3.11846 1.78450 -5.21349
C 2.31092 2.49691 -6.29233
C 2.20199 0.14392 -1.70884
C 2.79290 -1.10933 -1.76169
C 3.37130 -1.57644 -0.59434
C 3.34744 -0.82481 0.58493
C 2.74659 0.42270 0.64172
C 2.18781 0.89311 -0.53720
H 2.72167 6.60507 -1.75824
H 2.32412 6.64601 -0.03527
H 1.28582 5.77681 -1.17883
H 4.17951 5.02787 -0.50364
H 3.14963 4.15925 -1.62352
H 2.43806 4.53008 1.32750
H 3.38611 3.17951 0.75263
H 0.55877 3.80459 -0.25067
H 0.93501 2.68079 1.04811
H 0.54665 1.09466 -4.45496
H 0.86269 -0.56667 -3.94105
H 2.34599 -0.14690 -5.78796
H 3.32904 -0.17566 -4.33580
H 4.15467 1.67760 -5.54530
H 3.14231 2.40252 -4.31107
H 2.29591 1.91174 -7.21590
H 2.73676 3.47547 -6.51790
H 1.28381 2.66162 -5.96643
H 2.78530 -1.70904 -2.66229
H 3.83809 -2.55336 -0.59282
H 3.79516 -1.22915 1.48361
H 2.67395 0.97449 1.56771
*
```

Calculated values
E = -4983.6800 a.u.
LUMO energy = 2.10 eV
energy relative to the best compared isomer or geometry (same formula, charge and spin) = 21.3 kJ/mol

Results of the Mulliken charge analysis, in e, for atoms 1 through 5: 1.7978, -0.8492, -0.4096, 0.1733, 0.4435



2.
Computed, not measured: an isolated ion of composition C8H11N2O2S and charge +1, with ωB97M-V with the def2-TZVPD basis set.

```
! wB97M-V def2-TZVPD RIJCOSX def2/J DEFGRID3
* xyz 1 1
C -1.27431 -2.24875 -0.20014
C -2.71489 0.75309 0.23818
C -1.71385 1.88516 0.00478
C -0.72056 -0.87404 0.28755
C -1.17362 1.36013 -1.28146
C 0.65217 -0.34205 -0.16969
C 1.53322 -1.48033 -0.67247
C 1.36860 0.43989 0.92096
N -2.43858 -1.61043 -0.54736
N -1.96722 -0.32320 -0.30957
O -0.89345 -3.36532 -0.23797
O -3.85858 0.73582 0.52592
S 0.31537 0.70344 -1.68214
H -2.21876 2.84364 -0.11366
H -0.99096 1.95570 0.81478
H -0.76801 -0.83757 1.38046
H -1.73283 1.65832 -2.16451
H 2.51137 -1.10548 -0.95802
H 1.09142 -1.98409 -1.52770
H 1.66712 -2.21923 0.11428
H 0.73786 1.17692 1.41217
H 2.23466 0.95513 0.51082
H 1.72690 -0.25080 1.68359
H -3.31295 -1.86731 -0.98260
*
```

Calculated values
E = -969.2728 a.u.
LUMO energy (alpha / beta) = -5.32 / -5.32 eV
energy relative to the best compared isomer or geometry (same formula, charge and spin) = 183.9 kJ/mol

Results of the Mulliken charge analysis, in e, for atoms 1 through 5: 0.1482, 0.4985, -0.3616, -0.1459, 0.1060



3.
Computed, not measured: Cl4O16Pb as an isolated structure in a non-equilibrium geometry, with ωB97M-V with the def2-TZVPD basis set.

```
! wB97M-V def2-TZVPD RIJCOSX def2/J DEFGRID3
* xyz -2 1
Pb 2.24741 -2.02266 -0.41758
Cl -1.75170 1.12255 -2.77242
O -0.53448 1.91570 -2.54838
O -1.98409 0.04609 -1.76179
O -2.96366 1.85214 -2.76491
O -1.70392 0.24028 -3.95541
Cl -0.61980 3.13814 0.29568
O -0.65722 4.37250 0.99381
O -0.95995 3.48588 -0.90472
O 0.78101 2.68345 0.09423
O -1.28974 1.96439 0.79006
Cl -0.21270 -0.75998 -0.08605
O 0.76951 -1.01577 0.95535
O 0.45127 -1.25576 -1.23425
O -1.33790 -1.72654 0.12965
O -0.76450 0.43738 -0.15340
Cl 2.10884 -2.99394 2.66110
O 1.74028 -1.95299 3.67031
O 3.51866 -2.60701 2.52028
O 1.74756 -4.40048 3.00264
O 1.41517 -2.52331 1.48590
*
```

Calculated values
E = -3236.0894 a.u.
LUMO energy = 2.67 eV
energy relative to the best compared isomer or geometry (same formula, charge and spin) = 1215.8 kJ/mol

Results of the Mulliken charge analysis, in e, for atoms 1 through 5: 1.0886, 1.6816, -0.5589, -0.6903, -0.6619



4.
Computed, not measured: a 2-piece molecular cluster, C5H16NO overall in a non-equilibrium geometry, with ωB97M-V with the def2-TZVPD basis set.

```
! wB97M-V def2-TZVPD RIJCOSX def2/J DEFGRID3
* xyz 1 1
O -2.11061 -1.23156 -0.24652
C -3.37576 -0.69298 0.08212
C -2.24418 -2.55454 -0.72669
H -3.21771 0.33488 0.44969
H -3.87286 -1.27744 0.87452
H -4.04150 -0.65396 -0.79645
H -2.69292 -3.21857 0.03115
H -2.86156 -2.59508 -1.63982
H -1.23456 -2.92758 -0.96777
C 1.41058 2.07814 -0.68482
C 2.60303 -0.03227 -0.27472
C 1.64198 1.22255 1.60830
N 1.50086 0.86346 0.17071
H 1.26624 1.79948 -1.74223
H 2.34197 2.66273 -0.59902
H 0.56594 2.71386 -0.37008
H 3.56910 0.49092 -0.17699
H 2.63428 -0.94673 0.34124
H 2.46567 -0.32326 -1.32974
H 2.58010 1.78226 1.76080
H 0.79869 1.85326 1.93643
H 1.66763 0.31542 2.23526
H 0.60559 0.33699 0.06463
*
```

Calculated values
E = -329.8176 a.u.
LUMO energy = -3.04 eV
energy relative to the best compared isomer or geometry (same formula, charge and spin) = 166.2 kJ/mol

Results of the Mulliken charge analysis, in e, for atoms 1 through 5: -0.2580, -0.6539, -0.6561, 0.2018, 0.2936